{
  "formula": "CH4N2O2",
  "method": "ωB97M-V/def2-TZVPD",
  "e_homo_ev": -9.80,
  "de_lowest_kj_mol": 613.7,
  "smiles": "[H]/N=[N+](/[O-])OC",
  "symbols": ["C", "N", "N", "O", "O", "H", "H", "H", "H"],
  "coordinates": [[1.2195, 0.4326, 0.2099], [-1.9417, -1.0092, -0.2096], [-0.9640, -0.2900, -0.2829], [-1.1780, 1.0637, -1.1972], [0.1454, -0.4726, 0.4534], [1.3569, 0.5096, -0.8729], [2.1481, 0.1690, 0.6727], [1.0729, 1.3288, 0.6655], [-1.8591, -1.7320, 0.5610]],
  "atomic_forces_ev_per_a": [[0.47, -0.90, -2.30], [0.49, -0.77, 1.35], [-1.68, 4.83, -3.25], [1.55, -4.37, 2.97], [-0.18, -1.04, 0.80], [-0.01, 0.29, 0.33], [0.21, -1.61, 0.29], [-1.28, 2.88, 0.80], [0.45, 0.69, -0.98]],
  "lowdin_charge": [-0.0424, 0.1765, -0.2592, -0.1902, -0.0565, 0.1022, 0.0904, 0.0556, 0.1236]
}

{
  "formula": "C2H9OS",
  "method": "ωB97M-V/def2-TZVPD",
  "charge": 1,
  "e_homo_ev": -15.87,
  "de_lowest_kj_mol": 46.6,
  "symbols": ["O", "H", "H", "H", "C", "S", "C", "H", "H", "H", "H", "H", "H"],
  "coordinates": [[-0.8707, 1.1184, 1.8843], [-1.6074, 1.5329, 1.4121], [-1.1323, 1.1702, 2.8164], [-0.4262, -0.9568, 1.0743], [-0.5031, -1.2564, -1.2876], [0.5472, -0.8933, 0.1481], [1.3799, 0.6423, -0.3065], [-1.0369, -2.1583, -1.0365], [-1.1557, -0.4273, -1.4997], [0.1783, -1.4967, -2.1043], [1.7567, 1.0854, 0.6244], [0.7006, 1.3555, -0.7662], [2.1697, 0.2842, -0.9588]],
  "atomic_forces_ev_per_a": [[-0.41, 0.03, 0.12], [0.15, 0.01, 0.16], [0.15, 0.04, -0.20], [0.08, 1.40, 0.17], [0.91, -0.22, 0.19], [0.43, -1.84, -1.08], [-0.87, 0.63, 1.26], [-0.33, -0.22, 0.08], [-0.20, 0.21, -0.12], [-0.15, 0.22, -0.05], [0.14, -0.20, -0.35], [0.02, -0.13, -0.16], [0.07, 0.07, -0.03]],
  "lowdin_charge": [-0.0847, 0.0641, 0.0710, 0.0065, -0.2553, 1.0453, -0.2524, 0.0602, 0.0632, 0.0696, 0.0728, 0.0701, 0.0697]
}

{
  "formula": "C18H39AsINO5Re",
  "method": "ωB97M-V/def2-TZVPD",
  "multiplicity": 2,
  "charge": 2,
  "e_homo_ev": [-14.50, -14.05],
  "de_lowest_kj_mol": 204.2,
  "s2": 0.782,
  "symbols": ["Re", "C", "C", "O", "C", "C", "O", "C", "C", "O", "C", "C", "O", "H", "H", "H", "H", "H", "H", "H", "H", "H", "H", "H", "H", "H", "H", "H", "H", "N", "C", "O", "C", "I", "H", "H", "H", "H", "C", "As", "C", "C", "H", "H", "H", "H", "H", "H", "H", "H", "H", "C", "C", "C", "C", "C", "H", "H", "H", "H", "H", "H", "H", "H", "H", "H"],
  "coordinates": [[0.2069, 0.1624, -0.2109], [-2.9059, -0.2729, -1.4116], [-2.2706, -1.6062, -1.8069], [-0.8675, -1.5639, -1.5186], [-0.3284, -2.7559, -0.9636], [-0.6167, -2.8603, 0.5350], [0.0267, -1.7731, 1.1968], [-0.3843, -1.5857, 2.5469], [-1.6193, -0.6874, 2.6608], [-1.2652, 0.5649, 2.0870], [-2.3277, 1.4551, 1.8008], [-3.2034, 0.9717, 0.6184], [-2.4573, -0.0053, -0.0946], [-3.9964, -0.3630, -1.4417], [-2.5850, 0.5361, -2.0808], [-2.4045, -1.7910, -2.8771], [-2.7409, -2.4125, -1.2370], [0.7524, -2.6817, -1.1300], [-0.7137, -3.6373, -1.4849], [-0.2284, -3.8114, 0.9235], [-1.6994, -2.8244, 0.7069], [0.4519, -1.0937, 3.0532], [-0.5719, -2.5522, 3.0233], [-1.8821, -0.5653, 3.7199], [-2.4723, -1.1358, 2.1383], [-1.8213, 2.3872, 1.5339], [-2.9519, 1.6223, 2.6844], [-3.4510, 1.8186, -0.0293], [-4.1402, 0.5216, 0.9749], [3.8089, -2.8082, -0.6655], [3.4298, -1.7329, -1.3629], [2.6142, -0.9263, -0.9175], [4.0502, -1.5963, -2.7238], [2.7973, -2.7065, -4.1089], [3.4100, -2.9712, 0.2467], [4.5003, -3.4574, -1.0077], [5.0456, -2.0256, -2.7683], [4.0624, -0.5645, -3.0606], [3.3281, -0.0371, 1.9372], [1.9310, 1.1591, 1.2852], [1.2788, 1.9911, 2.9249], [3.0242, 2.6234, 0.6267], [3.8355, 0.4447, 2.7800], [4.0535, -0.1948, 1.1403], [2.9324, -0.9961, 2.2620], [2.1289, 2.4347, 3.4475], [0.7854, 1.2861, 3.5904], [0.5755, 2.7832, 2.6709], [3.6815, 2.9313, 1.4426], [2.3936, 3.4650, 0.3388], [3.6309, 2.3255, -0.2250], [0.5753, 0.4170, -3.5773], [0.5362, 1.7823, -2.8785], [1.9891, 2.2785, -2.6968], [-0.2535, 2.7926, -3.7126], [0.0200, 1.6635, -1.4879], [1.1313, 0.4898, -4.5072], [-0.4288, 0.0711, -3.8081], [1.0626, -0.3155, -2.9349], [2.4363, 2.4334, -3.6749], [2.5520, 1.5271, -2.1456], [2.0112, 3.2221, -2.1603], [0.1864, 2.8784, -4.7019], [-0.2453, 3.7751, -3.2496], [-1.2853, 2.4678, -3.8283], [-0.5133, 2.5792, -1.1905]],
  "atomic_forces_ev_per_a": [[-0.27, -0.53, -1.58], [0.24, -0.38, -0.33], [-0.51, 0.37, -0.03], [0.12, 0.92, 0.55], [0.37, -0.41, 0.53], [-0.24, -0.46, -0.68], [0.27, 0.52, -0.63], [-0.38, 0.52, 0.69], [0.14, -0.45, -0.02], [0.35, -0.42, -0.46], [-0.18, 0.25, -0.30], [-0.15, 0.02, 0.39], [0.59, 0.25, 0.18], [0.08, 0.01, -0.05], [-0.08, -0.07, 0.04], [0.00, -0.03, 0.12], [0.06, 0.04, -0.06], [-0.17, -0.16, -0.01], [0.03, 0.10, 0.03], [-0.06, 0.18, -0.05], [0.12, 0.03, 0.08], [-0.06, -0.15, -0.04], [0.06, 0.07, -0.06], [0.05, 0.01, -0.14], [0.06, 0.10, 0.04], [-0.16, -0.06, 0.08], [0.11, 0.02, -0.06], [0.00, -0.04, 0.05], [0.17, 0.04, -0.13], [0.00, -0.06, 0.27], [0.34, -0.44, -0.32], [-1.23, 0.79, 0.26], [-0.34, -0.10, -0.26], [0.34, 0.21, 0.30], [0.07, 0.01, -0.07], [-0.07, 0.06, -0.02], [-0.01, -0.04, -0.09], [-0.07, -0.04, 0.06], [0.02, 0.10, 0.04], [0.14, 0.99, 0.47], [0.18, -0.01, 0.04], [0.00, 0.01, 0.05], [-0.18, -0.03, -0.14], [-0.10, -0.01, 0.01], [-0.07, -0.03, -0.01], [-0.03, -0.05, -0.07], [0.02, -0.03, -0.11], [0.00, -0.05, -0.05], [-0.05, -0.02, -0.06], [-0.02, -0.09, 0.04], [-0.06, -0.09, 0.01], [0.00, 0.30, 0.24], [0.28, -0.20, -0.45], [-0.22, -0.09, 0.01], [0.03, -0.22, 0.19], [0.40, -1.08, 1.73], [0.08, -0.02, -0.14], [-0.12, -0.11, -0.03], [0.06, -0.15, -0.08], [0.06, 0.01, -0.13], [0.16, 0.03, 0.00], [0.10, 0.14, 0.09], [0.03, 0.02, -0.14], [-0.02, 0.16, 0.05], [-0.15, 0.03, -0.06], [-0.09, -0.16, 0.18]],
  "lowdin_spin": [1.0233, -0.0023, -0.0001, 0.0045, 0.0015, 0.0012, 0.0132, 0.0024, 0.0004, 0.0192, 0.0021, -0.0001, 0.0032, 0.0000, -0.0015, 0.0000, 0.0000, 0.0005, 0.0000, 0.0002, 0.0001, 0.0003, 0.0001, 0.0002, 0.0000, 0.0002, 0.0008, -0.0001, 0.0000, -0.0002, 0.0006, 0.0084, 0.0005, 0.0001, 0.0000, 0.0000, 0.0000, 0.0000, -0.0031, -0.0002, 0.0000, 0.0019, -0.0005, -0.0001, -0.0001, -0.0002, -0.0001, 0.0001, -0.0001, -0.0002, 0.0000, 0.0020, -0.0021, -0.0094, -0.0008, -0.0745, -0.0001, 0.0000, 0.0025, -0.0015, -0.0003, -0.0002, 0.0000, 0.0004, 0.0000, 0.0074]
}

{
  "formula": "C15H9CaN6O5S2",
  "method": "ωB97M-V/def2-TZVPD",
  "charge": -1,
  "e_homo_ev": -4.74,
  "de_lowest_kj_mol": 0.0,
  "symbols": ["Ca", "S", "C", "C", "N", "C", "S", "C", "N", "O", "C", "O", "C", "C", "N", "N", "C", "C", "O", "O", "H", "H", "H", "N", "C", "O", "C", "C", "C", "N", "C", "C", "H", "H", "H", "H", "H", "H"],
  "coordinates": [[0.4139, -0.1917, 0.0694], [3.0795, 0.3641, 0.2987], [2.8832, 2.0207, 0.8212], [3.9449, 2.5089, 1.6685], [4.7850, 2.8659, 2.3709], [1.8466, 2.8691, 0.5531], [0.4088, 2.5259, -0.3895], [1.8843, 4.1913, 1.1265], [1.8744, 5.2395, 1.6046], [-4.4579, -4.0293, -0.0008], [-4.9288, -2.8141, -0.1839], [-6.1094, -2.5801, -0.2972], [-3.9367, -1.7019, -0.2443], [-4.3033, -0.3790, -0.3541], [-3.1730, 0.3427, -0.3667], [-2.0817, -0.4246, -0.2749], [-2.5228, -1.6742, -0.1996], [-1.4809, -2.7674, -0.0517], [-1.8833, -3.9198, 0.1603], [-0.2834, -2.3754, -0.1274], [-3.4507, -4.0314, 0.0847], [-5.2814, 0.0649, -0.4206], [-3.0632, 1.3424, -0.4098], [1.0301, 0.9991, 7.3562], [0.1278, 0.1366, 6.8213], [-0.6163, -0.5405, 7.5022], [0.0772, 0.0898, 5.3171], [0.5013, 1.1324, 4.5101], [0.4377, 0.9809, 3.1355], [-0.0090, -0.1344, 2.5539], [-0.4328, -1.1322, 3.3355], [-0.4167, -1.0578, 4.7160], [1.1277, 0.9944, 8.3568], [1.7655, 1.4040, 6.8056], [0.8646, 2.0697, 4.9104], [0.7620, 1.7765, 2.4763], [-0.7815, -2.0252, 2.8301], [-0.7680, -1.8758, 5.3283]],
  "atomic_forces_ev_per_a": [[0.04, -0.03, 0.08], [-0.03, 0.06, 0.04], [0.05, -0.03, 0.04], [-0.10, -0.03, -0.05], [0.01, -0.01, 0.00], [-0.03, 0.09, -0.01], [-0.07, -0.10, 0.03], [0.01, -0.13, -0.02], [-0.02, 0.02, -0.02], [0.01, -0.06, 0.03], [0.06, 0.08, -0.02], [-0.09, 0.01, 0.00], [0.05, -0.09, 0.04], [0.00, 0.08, -0.01], [0.01, -0.03, 0.01], [-0.02, 0.03, -0.04], [0.10, 0.07, 0.00], [0.10, 0.21, 0.03], [-0.06, -0.05, -0.05], [-0.13, -0.08, 0.07], [0.05, -0.03, -0.02], [-0.01, -0.01, 0.00], [0.01, 0.03, 0.00], [0.03, 0.00, 0.01], [-0.13, 0.08, -0.01], [0.04, -0.03, -0.01], [0.06, -0.03, 0.07], [0.04, 0.11, -0.03], [-0.05, -0.07, 0.00], [0.02, 0.02, -0.07], [0.04, 0.03, -0.01], [-0.02, -0.07, -0.02], [0.01, 0.00, 0.01], [0.00, -0.01, -0.02], [-0.01, -0.02, 0.02], [-0.01, 0.00, 0.00], [0.00, 0.00, -0.02], [-0.01, -0.01, -0.01]],
  "lowdin_charge": [1.0316, 0.4124, -0.8269, -0.3193, 0.1357, -0.8405, 0.3854, -0.3257, 0.1354, 0.1183, -0.5166, 0.0814, -0.0525, -0.0006, 0.0218, 0.0056, -0.1386, -0.5970, 0.0368, -0.1660, 0.0573, 0.1376, 0.1604, 0.1728, -0.4964, 0.0633, -0.1275, 0.0113, -0.1046, -0.0165, -0.0972, 0.0127, 0.1113, 0.0990, 0.1188, 0.0794, 0.1156, 0.1218]
}

{
  "formula": "C21H27N3O3",
  "method": "ωB97M-V/def2-TZVPD",
  "e_homo_ev": -8.97,
  "de_lowest_kj_mol": 230.7,
  "smiles": "CCOC(=O)[C@@]1(Cc2ccccc2)CCCN(C(=O)c2cnn(CC)c2)C1",
  "symbols": ["C", "C", "H", "H", "O", "C", "O", "C", "C", "N", "C", "O", "C", "C", "N", "N", "C", "H", "C", "C", "H", "H", "H", "H", "H", "H", "C", "H", "C", "C", "H", "H", "H", "H", "H", "H", "H", "C", "C", "C", "C", "C", "C", "C", "H", "H", "H", "H", "H", "H", "H", "H", "H", "H"],
  "coordinates": [[-2.4514, -3.2800, 0.2512], [-1.0987, -2.6268, 0.4897], [-0.6630, -2.9592, 1.4349], [-0.4163, -2.8523, -0.3365], [-1.2139, -1.2083, 0.6164], [-1.2472, -0.4994, -0.5126], [-1.1937, -0.9876, -1.6099], [-1.3689, 1.0053, -0.2760], [-0.1826, 1.6835, -0.9913], [1.0567, 1.4082, -0.3055], [2.0608, 0.7683, -0.9592], [2.0133, 0.5458, -2.1564], [3.2265, 0.3443, -0.1557], [4.5514, 0.4649, -0.5340], [5.2922, -0.1355, 0.4127], [4.5344, -0.6681, 1.3660], [3.2876, -0.3913, 1.0456], [2.4832, -0.7392, 1.6626], [6.7209, -0.2991, 0.4342], [7.1598, -1.4423, -0.4775], [6.8643, -1.2445, -1.5051], [6.6972, -2.3721, -0.1566], [8.2396, -1.5553, -0.4386], [7.1888, 0.6381, 0.1191], [7.0010, -0.5127, 1.4678], [4.9838, 0.9483, -1.3860], [1.0825, 1.8840, 1.0550], [0.8932, 2.9669, 1.0421], [-0.0082, 1.1896, 1.8675], [-1.3693, 1.3986, 1.2054], [-1.6311, 2.4583, 1.2715], [-2.1287, 0.8254, 1.7379], [-0.0257, 1.5945, 2.8807], [0.2086, 0.1240, 1.9295], [2.0664, 1.7134, 1.4914], [-0.3519, 2.7671, -1.0239], [-0.0882, 1.3005, -2.0102], [-2.6778, 1.4545, -0.9710], [-3.8825, 0.7308, -0.4381], [-4.5800, 1.2130, 0.6629], [-5.6659, 0.5215, 1.1702], [-6.0735, -0.6619, 0.5796], [-5.3971, -1.1416, -0.5290], [-4.3122, -0.4481, -1.0353], [-3.7907, -0.8208, -1.9047], [-5.7183, -2.0579, -1.0028], [-6.9199, -1.2033, 0.9760], [-6.1967, 0.9094, 2.0277], [-4.2777, 2.1429, 1.1230], [-2.5748, 1.2514, -2.0384], [-2.7938, 2.5313, -0.8303], [-3.1563, -2.9788, 1.0229], [-2.3411, -4.3605, 0.2683], [-2.8428, -2.9793, -0.7164]],
  "atomic_forces_ev_per_a": [[0.26, 0.30, 0.04], [-0.01, -0.56, -0.22], [-0.01, 0.06, -0.12], [-0.04, 0.03, 0.19], [-0.09, 0.13, 0.25], [0.11, 0.21, -0.03], [0.01, -0.09, -0.15], [-0.01, 0.30, -0.09], [-0.21, -0.23, -0.37], [-0.24, 0.02, 0.06], [0.16, 0.07, -0.18], [0.11, -0.04, -0.21], [0.46, -0.21, 0.00], [-0.44, 0.08, 0.07], [-0.48, 0.38, -0.24], [0.16, -0.50, 0.72], [0.11, 0.22, -0.34], [-0.17, -0.06, 0.17], [0.56, -0.30, -0.10], [-0.06, 0.17, 0.15], [0.00, -0.01, -0.10], [-0.03, -0.09, 0.01], [0.12, -0.03, -0.03], [-0.08, -0.06, 0.12], [-0.07, 0.15, -0.12], [0.12, 0.07, -0.21], [0.07, -0.07, 0.51], [0.06, -0.04, 0.03], [0.05, 0.27, -0.06], [0.13, -0.33, 0.07], [-0.07, 0.05, -0.02], [-0.03, 0.12, 0.01], [0.01, -0.01, 0.04], [0.05, 0.01, 0.07], [-0.12, 0.12, -0.07], [-0.05, -0.03, 0.01], [-0.09, 0.14, 0.13], [0.15, -0.16, 0.04], [-0.08, 0.13, -0.11], [-0.04, 0.00, 0.00], [-0.03, 0.04, 0.10], [-0.07, -0.08, 0.02], [-0.07, -0.06, 0.01], [-0.02, 0.01, -0.04], [0.07, -0.03, -0.08], [-0.02, -0.07, -0.05], [-0.07, -0.04, 0.03], [-0.04, 0.03, 0.06], [0.05, 0.10, 0.04], [0.00, 0.07, -0.01], [0.05, 0.01, -0.02], [-0.08, -0.02, 0.06], [0.00, -0.14, 0.01], [-0.05, -0.02, -0.06]],
  "lowdin_charge": [-0.0559, -0.1978, 0.1248, 0.1267, -0.0039, -0.4512, 0.1356, -0.3155, -0.0712, -0.0308, -0.4111, 0.0729, -0.1228, 0.0068, -0.1763, 0.0874, -0.1040, 0.1073, -0.1917, -0.0748, 0.0717, 0.0767, 0.0707, 0.1205, 0.1191, 0.1380, -0.1439, 0.1317, -0.1465, -0.1239, 0.1274, 0.1189, 0.1176, 0.0999, 0.1127, 0.1447, 0.1331, -0.0751, -0.2171, -0.0479, -0.0813, -0.0931, -0.0842, -0.0444, 0.1157, 0.1053, 0.0997, 0.1014, 0.1119, 0.1321, 0.1295, 0.0803, 0.0782, 0.0662]
}

{
  "formula": "C9H14N4",
  "method": "ωB97M-V/def2-TZVPD",
  "multiplicity": 3,
  "e_homo_ev": [-6.68, -9.19],
  "de_lowest_kj_mol": 0.0,
  "s2": 2.067,
  "symbols": ["C", "C", "C", "C", "C", "C", "C", "C", "C", "N", "N", "N", "N", "H", "H", "H", "H", "H", "H", "H", "H", "H", "H", "H", "H", "H", "H"],
  "coordinates": [[-0.6816, 1.7522, 0.8241], [-1.7919, 2.4162, 0.2909], [-0.1111, 1.0620, -0.3584], [-1.2240, -1.4681, 1.2153], [-2.2716, -1.0678, 0.1964], [-0.2191, -2.1575, 0.2455], [2.1401, 0.3580, 0.5425], [1.4831, -0.0647, -1.9021], [1.1391, 0.4163, -0.5105], [-2.0685, 2.0685, -0.9401], [-1.6333, -1.2358, -1.1163], [-0.5176, -1.8906, -0.9763], [-1.0560, 1.3276, -1.4089], [-0.2827, 1.8730, 1.7996], [-2.4517, 3.0402, 0.8772], [-0.8774, -0.5141, 1.7282], [-1.5966, -2.0797, 2.1548], [-3.0715, -1.8994, 0.2831], [-2.8750, -0.2177, 0.3088], [0.2832, -3.0632, 0.5802], [2.3971, -0.7626, 0.6800], [3.0832, 0.7596, 0.1374], [1.8071, 0.7415, 1.4962], [0.7132, 0.2459, -2.5881], [2.5057, 0.2277, -2.2779], [1.3649, -1.1376, -1.7607], [-1.2538, 0.4094, -1.8587]],
  "atomic_forces_ev_per_a": [[0.97, -0.43, -3.14], [0.04, -0.57, 1.22], [-0.13, 1.44, 1.92], [0.41, 0.41, 2.19], [-1.05, -3.65, 0.10], [-1.86, -0.35, 3.55], [0.91, -2.51, -0.11], [0.68, -0.03, 1.00], [-1.86, 2.03, -1.67], [-1.17, 0.37, -0.89], [-0.36, 0.46, 0.24], [-0.33, -1.11, -1.53], [2.18, -1.47, 1.50], [0.40, 0.02, 0.49], [-0.14, 0.14, -0.35], [0.28, -1.20, -0.80], [0.70, 0.67, -2.26], [0.92, 0.87, -0.57], [-0.09, 1.68, 0.01], [0.77, 0.53, -0.50], [-0.26, 1.36, 0.13], [-0.21, 0.28, 0.59], [0.24, 0.32, 0.11], [0.03, 0.14, -0.45], [-1.02, -0.34, 0.53], [0.64, -0.29, -0.85], [-0.69, 1.24, -0.46]],
  "lowdin_spin": [0.1912, -0.0013, -0.0109, 0.0543, 0.0440, 0.3420, 0.0617, 0.0429, 0.3659, 0.1866, 0.4518, 0.0046, 0.1002, 0.0134, -0.0048, 0.0220, 0.0087, 0.0318, 0.0053, 0.0135, 0.0263, 0.0164, 0.0000, 0.0014, 0.0089, 0.0168, 0.0072]
}